This record from the Open Molecules 2025 dataset describes C27H23N3O3 in the gas phase at a distorted geometry. The level of theory is ωB97M-V/def2-TZVPD.

Last columns: bonded neighbours and bond lengths (Å).
CARTESIAN COORDINATES (ANGSTROEM)
1 C -5.575 -0.756 -1.298  C2 1.486, H54 1.090, H55 1.086, H56 1.089
2 C -4.344 -1.508 -0.941  C1 1.486, C3 1.365, O51 1.351
3 C -4.148 -2.794 -0.529  C2 1.365, C4 1.412, H53 1.071
4 C -2.759 -2.945 -0.329  C3 1.412, C5 1.371, H52 1.070
5 C -2.193 -1.734 -0.632  C4 1.371, C6 1.437, O51 1.357
6 C -0.820 -1.316 -0.552  C5 1.437, N7 1.326, C10 1.424
7 N 0.121 -2.179 -0.198  C6 1.326, N8 1.334
8 N 1.272 -1.504 -0.177  N7 1.334, C9 1.355, C40 1.396
9 C 1.087 -0.207 -0.525  N8 1.355, C10 1.373, H39 1.068
10 C -0.251 -0.030 -0.774  C6 1.424, C9 1.373, C11 1.497
11 C -0.955 1.219 -1.203  C10 1.497, N12 1.453, H37 1.093, H38 1.095
12 N -0.724 2.377 -0.357  C11 1.453, C13 1.353, C23 1.454
13 C -1.433 2.613 0.771  N12 1.353, O14 1.219, C15 1.489
14 O -1.379 3.667 1.381  C13 1.219
15 C -2.305 1.504 1.247  C13 1.489, C16 1.367, O19 1.350
16 C -3.651 1.482 1.485  C15 1.367, C17 1.415, H22 1.071
17 C -3.932 0.208 2.033  C16 1.415, C18 1.360, H21 1.071
18 C -2.736 -0.437 2.106  C17 1.360, O19 1.340, H20 1.072
19 O -1.749 0.336 1.633  C15 1.350, C18 1.340
20 H -2.465 -1.412 2.459  C18 1.072
21 H -4.888 -0.169 2.333  C17 1.071
22 H -4.345 2.273 1.285  C16 1.071
23 C 0.185 3.411 -0.823  N12 1.454, C24 1.505, H35 1.095, H36 1.094
24 C 1.624 3.056 -0.565  C23 1.505, C25 1.388, C29 1.391
25 C 2.524 2.879 -1.607  C24 1.388, C26 1.385, H34 1.081
26 C 3.837 2.523 -1.348  C25 1.385, C27 1.385, H33 1.080
27 C 4.260 2.336 -0.043  C26 1.385, C28 1.387, H32 1.080
28 C 3.368 2.514 1.003  C27 1.387, C29 1.383, H31 1.080
29 C 2.059 2.874 0.744  C24 1.391, C28 1.383, H30 1.080
30 H 1.360 3.016 1.555  C29 1.080
31 H 3.696 2.370 2.023  C28 1.080
32 H 5.284 2.055 0.158  C27 1.080
33 H 4.529 2.387 -2.166  C26 1.080
34 H 2.197 3.019 -2.628  C25 1.081
35 H -0.074 4.318 -0.267  C23 1.095
36 H 0.017 3.586 -1.890  C23 1.094
37 H -2.029 1.019 -1.240  C11 1.093
38 H -0.624 1.486 -2.213  C11 1.095
39 H 1.892 0.493 -0.582  C9 1.068
40 C 2.464 -2.145 0.168  N8 1.396, C41 1.392, C45 1.393
41 C 3.649 -1.435 0.339  C40 1.392, C42 1.383, H50 1.079
42 C 4.807 -2.110 0.676  C41 1.383, C43 1.385, H49 1.080
43 C 4.798 -3.484 0.848  C42 1.385, C44 1.386, H48 1.079
44 C 3.616 -4.188 0.684  C43 1.386, C45 1.381, H47 1.080
45 C 2.453 -3.526 0.346  C40 1.393, C44 1.381, H46 1.078
46 H 1.522 -4.053 0.213  C45 1.078
47 H 3.601 -5.259 0.820  C44 1.080
48 H 5.708 -4.003 1.111  C43 1.079
49 H 5.724 -1.555 0.807  C42 1.080
50 H 3.674 -0.363 0.220  C41 1.079
51 O -3.160 -0.861 -1.011  C2 1.351, C5 1.357
52 H -2.233 -3.817 -0.002  C4 1.070
53 H -4.903 -3.539 -0.386  C3 1.071
54 H -5.552 -0.457 -2.345  C1 1.090
55 H -6.447 -1.380 -1.126  C1 1.086
56 H -5.653 0.146 -0.692  C1 1.089

Output
highest occupied orbital energy	-7.6	eV
SMILES string	Cc1ccc(-c2nn(-c3ccccc3)cc2CN(Cc2ccccc2)C(=O)c2ccco2)o1
calculated total energy	-38984.38954	eV
gap between HOMO and LUMO	8.348	eV
energy above the lowest of the compared OMol25 structures with the same formula, charge and spin	1.426	eV
LUMO energy	0.75	eV
2S+1	1